1.
A cluster of 2 separate species, C2H2F2O3 in total at a distorted geometry, computed with ωB97M-V/def2-TZVPD.

Structure (XYZ):
```
9
Properties=species:S:1:pos:R:3:lowdin_charge:R:1
C 0.78222 1.32025 1.35007 -0.6313
C -0.66028 -1.16535 -0.67683 -0.2231
O 1.57097 2.08729 1.74488 0.1723
O 0.74667 0.03651 1.53413 0.0604
O 0.04231 -1.11530 -1.71736 0.1419
F -0.23568 1.68993 0.44459 0.0230
F -1.92269 -1.23311 -0.85768 0.1359
H 0.12335 -0.57985 0.80295 0.1285
H -0.44688 -1.04037 -2.62475 0.1924
```

Values from the calculation:
Lowest unoccupied orbital energy: -0.088 eV
E_HOMO: -0.406 Eh
Molar mass: 112.03 g/mol
Spin multiplicity: 1
ΔE to the lowest compared entry with this formula, charge and spin: 2.3055 eV
Net charge: 0

=====

2.
A cluster of 2 separate species, C2H2F2P in total at a distorted geometry, computed with ωB97M-V/def2-TZVPD.

Structure (XYZ):
```
7
Properties=species:S:1:pos:R:3:lowdin_charge:R:1
C 0.38085 0.80530 0.16553 -0.3029
C 1.56946 0.90248 -0.08571 0.1985
F -1.91840 0.98931 -0.79161 -0.2242
F -0.38242 -1.86654 0.39913 -0.0963
P -1.29553 0.70883 0.59849 1.1829
H -1.01842 -2.34629 -0.12239 0.1402
H 2.66446 0.80693 -0.16343 0.1018
```

Values from the calculation:
Lowest unoccupied orbital energy: -8.099 eV
E_HOMO: -0.625 Eh
Molar mass: 95.01 g/mol
Spin multiplicity: 1
ΔE to the lowest compared entry with this formula, charge and spin: 1.5062 eV
Net charge: +1

=====

3.
The molecule C2H2F3I at a distorted geometry, computed with ωB97M-V/def2-TZVPD.

Structure (XYZ):
```
8
Properties=species:S:1:pos:R:3:lowdin_charge:R:1
F -0.28783 1.14013 -1.25042 0.0296
C -0.67196 0.00217 -0.62856 -0.4195
F -1.87362 0.18967 -0.09368 0.0882
C 0.44658 -0.10368 0.60849 -0.7288
F 0.37870 0.95412 1.43351 -0.0520
I 2.32512 -0.46396 -0.30433 0.8699
H -0.59745 -0.89016 -1.19036 0.1194
H 0.28047 -0.82829 1.42536 0.0932
```

Values from the calculation:
Lowest unoccupied orbital energy: 0.317 eV
SMILES: FC(F)[C@H](F)I
E_HOMO: -0.368 Eh
Molar mass: 209.94 g/mol
Spin multiplicity: 1
ΔE to the lowest compared entry with this formula, charge and spin: 0.6999 eV
Net charge: 0

=====

4.
The ion C2H2F3N2 with charge +1 at a distorted geometry, computed with ωB97M-V/def2-TZVPD.

Structure (XYZ):
```
9
Properties=species:S:1:pos:R:3:lowdin_charge:R:1
N -2.12709 -0.38947 0.54377 0.3447
N -1.25159 0.04897 0.00782 0.0719
C -0.16050 0.54334 -0.53159 0.2198
C 1.20907 0.04687 0.11924 -0.5594
F 1.62703 -1.09275 -0.51591 0.1547
F 2.08147 1.06349 -0.19744 0.1434
F 1.15132 -0.18563 1.37308 0.2474
H -2.44622 -1.39470 0.39761 0.2226
H -0.08349 1.35988 -1.19656 0.1549
```

Values from the calculation:
Lowest unoccupied orbital energy: -7.114 eV
SMILES: N=[N+]=CC(F)(F)F
E_HOMO: -0.633 Eh
Molar mass: 111.05 g/mol
Spin multiplicity: 1
ΔE to the lowest compared entry with this formula, charge and spin: 1.1667 eV
Net charge: +1

=====

Number 1: frontier orbital gap 10.95 eV. Number 2: frontier orbital gap 8.90 eV. Number 3: frontier orbital gap 10.33 eV. Number 4: frontier orbital gap 10.10 eV.